Entry 1:
73
Properties=species:S:1:pos:R:3:forces:R:3 method="wB97M-V/def2-TZVPD" e_above_lowest_kcal_mol=76.73 charge=-1
Cl -0.8385 5.9166 2.3699 0.015 -0.035 -0.050
C -0.4501 -7.9011 2.8765 -0.899 -0.216 -1.334
O 0.4813 -7.2899 3.6822 1.127 -0.542 1.301
C 1.0672 -8.0992 4.7387 -1.625 -0.177 -1.544
C 2.1142 -7.3360 5.4460 -0.202 1.522 0.944
N 1.6811 -5.9635 5.7905 0.115 -0.283 -1.089
C 2.6646 -5.2002 6.5105 -0.373 0.428 1.086
C 2.1643 -3.8136 6.9773 -0.438 0.641 -1.561
O 1.5321 -3.2255 5.8531 -1.108 -0.098 -1.133
C 1.1032 -1.8809 6.0015 0.725 -0.214 1.388
H -0.1041 -8.7412 2.2742 0.578 -0.447 0.248
H -0.7610 -7.1944 2.1071 0.083 0.391 0.168
H -1.3825 -8.2253 3.3387 -0.023 -0.043 0.680
H 1.4505 -9.0536 4.3778 0.514 0.032 -0.637
H 0.2991 -8.4838 5.4098 -0.549 0.597 0.374
H 3.0305 -7.2758 4.8587 0.010 0.077 0.029
H 2.2852 -7.9112 6.3560 0.624 -0.280 0.303
H 0.8085 -5.9349 6.2984 -0.177 -0.241 -0.144
H 3.5717 -5.0029 5.9393 -0.048 -0.409 -0.228
H 2.8789 -5.7884 7.4028 0.907 0.189 0.529
H 2.9922 -3.1372 7.1899 0.476 -0.308 0.651
H 1.4599 -3.7967 7.8089 -0.015 -0.406 0.344
H 0.5486 -1.4292 5.1789 0.513 -0.689 -0.497
H 2.0059 -1.3245 6.2537 -0.017 0.691 -0.248
H 0.4375 -1.7584 6.8558 -0.191 -0.222 0.369
C 5.2283 -0.8261 1.4512 -0.412 -0.198 -0.039
O 4.0172 -0.7042 0.6760 2.203 -2.464 0.760
C 3.8678 0.5344 0.1334 -1.402 1.476 -0.936
C 2.8258 0.4700 -1.0203 0.473 0.392 0.580
N 1.5256 0.1570 -0.4510 -0.079 -0.171 -0.340
C 0.4597 0.1405 -1.4468 0.440 -0.655 -0.158
C 0.7163 -0.9081 -2.5606 -1.830 -0.088 1.670
O 0.8823 -2.1890 -1.9330 1.076 0.600 -0.931
C 1.3855 -3.1537 -2.8447 -0.605 -0.429 0.982
H 5.1917 -0.2559 2.3795 -0.390 0.035 0.209
H 6.1539 -0.4955 0.9800 -0.179 0.355 -0.797
H 5.4305 -1.8727 1.6786 -0.570 -0.047 0.057
H 4.8028 0.9505 -0.2417 0.214 0.134 -0.018
H 3.4692 1.1315 0.9536 0.013 0.962 -0.175
H 3.2192 -0.1961 -1.7882 -0.376 -0.601 0.224
H 2.6544 1.4099 -1.5451 0.922 0.675 -0.067
H 1.3384 0.9981 0.0759 -0.218 -0.089 0.712
H 0.2904 1.1088 -1.9178 0.309 0.388 -0.440
H -0.4627 -0.0139 -0.8869 -0.111 -0.596 -0.250
H 1.4948 -0.5969 -3.2571 0.369 -0.298 0.171
H -0.2308 -0.9722 -3.0963 -0.051 0.168 -0.597
H 0.6017 -3.4599 -3.5376 0.034 0.214 -0.537
H 1.5881 -4.0477 -2.2548 0.191 0.035 0.088
H 2.3083 -2.8582 -3.3439 -0.043 0.234 -0.149
C 0.3437 6.1546 -6.0031 0.342 0.163 0.095
O -0.7260 6.9598 -5.5303 1.650 1.205 -1.071
C -1.6857 6.3275 -4.7778 0.194 -2.449 -0.200
C -2.8600 7.1918 -4.4696 -0.482 0.107 -0.404
N -3.8615 6.5378 -3.6414 0.979 1.716 0.743
C -4.6929 5.5944 -4.2753 -0.550 -0.041 -0.380
C -5.8003 5.0183 -3.4071 0.029 -0.149 0.665
O -6.8120 5.9815 -3.0121 -0.030 -1.585 -1.502
C -7.8643 6.1690 -3.9853 1.117 1.586 0.811
H 0.7542 5.5064 -5.2289 -0.085 -0.015 0.261
H 1.1603 6.7726 -6.3767 -0.128 0.542 0.464
H 0.1671 5.5343 -6.8818 -1.011 -0.270 -0.018
H -1.2677 5.8096 -3.9146 0.247 0.404 0.634
H -2.0161 5.4894 -5.3915 -0.583 -0.443 -0.111
H -3.2994 7.3787 -5.4494 -0.384 0.264 -0.046
H -2.5258 8.1705 -4.1253 -0.138 -0.060 0.545
H -3.5530 6.3533 -2.6975 -0.066 -0.256 -0.108
H -4.1290 4.8212 -4.7972 0.018 -0.785 0.199
H -5.1675 6.1225 -5.1023 -0.379 0.114 -0.223
H -5.4833 4.5410 -2.4799 0.682 0.726 0.374
H -6.1150 4.0893 -3.8824 -1.118 0.295 -0.722
H -7.4851 6.5123 -4.9478 0.339 -0.610 -0.357
H -8.2928 7.1038 -3.6240 -0.801 -0.320 0.143
H -8.5866 5.3604 -4.0974 0.162 -0.130 0.240

Entry 2:
21
Properties=species:S:1:pos:R:3:forces:R:3 method="wB97M-V/def2-TZVPD" e_above_lowest_kcal_mol=139.42 charge=0
C -0.1443 -0.1989 0.7391 -3.096 -1.192 -1.780
C 0.3174 -0.9293 -0.4114 4.342 1.146 0.977
C -0.0940 1.2994 0.7874 -0.124 -0.228 -0.072
C -2.5441 0.0686 -0.8319 0.055 0.164 0.318
N -1.5742 -0.7909 -0.1918 0.034 0.542 0.969
N 2.1211 -0.4638 0.1923 -0.816 -0.726 -0.792
N 2.5767 0.5087 -0.7560 0.159 0.053 -0.199
O -0.1011 -0.8772 1.9106 -0.002 0.053 0.348
H 0.2326 -0.2986 2.6077 -0.097 -0.038 -0.106
H -1.9540 -1.6479 0.1948 0.007 0.264 0.315
H 2.6785 -1.3191 0.1264 0.111 0.159 -0.088
H 2.8784 0.0989 -1.6403 0.008 -0.006 0.162
H 3.3711 1.0191 -0.3780 -0.101 -0.094 -0.013
H 0.4184 -0.3885 -1.3436 -0.222 -0.258 -0.010
H 0.4022 -2.0047 -0.3467 -0.247 0.111 -0.102
H -0.9822 1.6868 1.2873 0.041 0.016 0.086
H 0.8122 1.5957 1.3154 -0.024 -0.022 0.032
H -0.0269 1.7150 -0.2138 -0.007 -0.017 0.005
H -2.0199 0.8811 -1.3418 -0.047 -0.005 -0.020
H -3.2443 0.5157 -0.1155 -0.069 0.091 -0.125
H -3.1235 -0.4699 -1.5902 0.094 -0.013 0.094